Below is 2 unconnected molecules or ions with the total composition C5H11O4 in a non-equilibrium geometry, with properties calculated with wB97M-V/def2-TZVPD.

Calculated values
Spin multiplicity   2
Orbital gap (spin up / spin down)   9.672 / 8.555 eV
Maximum force   2.555 eV/A

Last column: Löwdin charge in e.
Positions of all 20 atoms, in Å:
O: 1.07496 -2.50946 -1.46796  -0.092
H: 1.29316 -2.58557 -2.41803  0.054
C: 1.84284 -0.70410 0.69593  -0.055
C: 0.42229 -0.32791 0.46173  -0.258
C: -0.31578 -0.77428 -0.54398  0.018
C: -1.73339 -0.46425 -0.86198  -0.246
O: -1.74385 0.89916 -1.28034  -0.048
C: -0.09500 0.82894 1.30268  -0.167
O: 0.26960 1.99953 0.56198  -0.135
O: -0.41898 3.09897 1.22685  -0.024
H: 2.23921 -0.03398 1.47697  0.082
H: 1.99221 -1.73258 1.08274  0.095
H: 2.35676 -0.65659 -0.26901  0.086
H: 0.35606 -1.76114 -1.47343  -0.007
H: -1.96331 -1.15841 -1.68680  0.118
H: -2.35178 -0.70644 0.04382  0.136
H: -2.65341 1.15733 -1.49587  0.098
H: -1.17537 0.78775 1.54011  0.131
H: 0.48545 0.82681 2.23455  0.119
H: 0.11832 3.81620 0.87006  0.095

Below is C5H11O6 in the gas phase in a non-equilibrium geometry, with properties calculated with wB97M-V/def2-TZVPD.

Calculated values
Spin multiplicity   2
Orbital gap (spin up / spin down)   9.758 / 8.263 eV
Maximum force   3.239 eV/A

Last column: Löwdin charge in e.
Positions of all 22 atoms, in Å:
H: 1.53946 -1.78345 1.52974  0.093
O: 1.67529 -0.94187 2.07136  -0.009
O: 1.14337 0.00236 1.14259  -0.157
C: -0.14286 -0.39736 0.64801  -0.230
C: -0.23808 -1.81314 0.09266  -0.189
O: 0.15413 -2.77811 1.02474  -0.043
C: -0.35467 0.65534 -0.45138  -0.432
C: -1.82733 0.88054 -0.78994  0.009
C: 0.38599 1.97739 -0.14820  -0.183
O: 1.71455 1.90374 -0.59134  -0.035
O: 0.22436 0.14799 -1.66414  -0.050
O: 1.33174 -0.63041 -1.35645  0.018
H: -0.80659 -0.22754 1.51358  0.174
H: -1.27571 -1.97228 -0.24047  0.142
H: 0.46331 -1.81273 -0.76079  0.099
H: 0.16768 -3.63655 0.56572  0.125
H: -2.37602 1.19415 0.10732  0.101
H: -1.93717 1.66765 -1.54277  0.094
H: -2.28402 -0.05026 -1.14413  0.091
H: -0.08879 2.77627 -0.73325  0.127
H: 0.31353 2.20246 0.92366  0.139
H: 2.21783 2.63583 -0.19651  0.114

Below is a gas-phase ion, C5H11OS (charge +1) in a non-equilibrium geometry, with properties calculated with wB97M-V/def2-TZVPD.

Calculated values
Spin multiplicity   1
Orbital gap   12.731 eV
Maximum force   3.871 eV/A
Charge   +1

Last column: Löwdin charge in e.
Positions of all 18 atoms, in Å:
C: -1.53851 0.10287 0.65901  -0.221
C: -1.42741 -1.07995 -0.24602  -0.218
C: -0.13029 0.23889 1.35684  -0.187
C: -0.20550 -0.74892 -1.17098  -0.175
C: 1.87739 1.30734 -0.55836  -0.132
O: 1.96427 -1.09573 0.50828  -0.297
S: 1.01740 -0.13622 0.05491  0.879
H: -1.83029 1.00821 0.18956  0.105
H: -2.42892 0.00765 1.31330  0.143
H: -1.16050 -2.05750 0.40618  0.173
H: -2.32764 -1.59640 -0.61137  0.132
H: 0.08221 1.32258 1.62852  0.145
H: 0.02770 -0.61066 1.96351  0.099
H: 0.30937 -1.58555 -1.67672  0.127
H: -0.42288 0.18411 -1.72642  0.116
H: 2.53190 0.86157 -1.37476  0.112
H: 2.51238 1.77667 0.21184  0.092
H: 1.14933 2.10103 -0.92730  0.108

Below is 3 unconnected molecules or ions with the total composition C5H11OS2 in a non-equilibrium geometry, with properties calculated with wB97M-V/def2-TZVPD.

Calculated values
Spin multiplicity   2
Orbital gap (spin up / spin down)   9.469 / 7.353 eV
Maximum force   5.145 eV/A

Last column: Löwdin charge in e.
Positions of all 19 atoms, in Å:
C: 0.39026 -0.52205 6.21253  -0.072
C: -2.33159 6.15794 1.77525  -0.105
O: -1.20043 6.59100 1.87562  -0.016
C: 0.07960 0.17001 5.11492  -0.092
S: -0.93495 -2.78236 -6.87071  0.097
S: 0.29241 -4.00064 -5.76310  0.377
C: 1.36334 -2.96310 -4.79144  -0.670
C: 0.82353 -2.22736 -3.57620  -0.173
H: 1.22571 -1.19157 6.29319  0.044
H: -0.15856 -0.17600 7.04743  0.029
H: -3.03677 6.87805 1.36368  0.082
H: -2.44958 5.16227 1.86914  0.039
H: -0.78549 0.80933 4.92454  0.043
H: 0.56499 0.03327 4.12693  0.047
H: 2.25722 -3.63234 -4.50904  0.093
H: 1.92617 -2.26081 -5.44821  0.075
H: -0.18352 -1.93637 -3.57397  0.037
H: 0.99251 -2.90859 -2.71071  0.083
H: 1.16514 -1.20068 -3.35985  0.081

Below is 2 unconnected molecules or ions with the total composition C5H11P in a non-equilibrium geometry, with properties calculated with wB97M-V/def2-TZVPD.

Calculated values
SMILES   C=C=C.CPC
Spin multiplicity   1
Orbital gap   9.986 eV
Maximum force   2.376 eV/A

Last column: Löwdin charge in e.
Positions of all 17 atoms, in Å:
C: 1.66322 1.33614 1.84153  -0.043
C: 2.65709 1.41202 0.98971  -0.209
C: 3.70592 1.68912 0.25475  -0.020
H: 0.76344 2.02525 1.87869  0.079
H: 1.81360 0.55581 2.61432  0.063
H: 3.69514 1.21380 -0.73347  0.057
H: 4.65841 1.90607 0.68762  0.050
C: -1.47624 -0.50137 -2.63816  -0.393
P: -0.99713 -0.28976 -0.82907  0.777
C: -1.49254 -2.02684 -0.19592  -0.341
H: -2.51636 -0.37320 -2.84247  0.012
H: -0.99831 0.30180 -3.17002  0.000
H: -1.05872 -1.37879 -3.12482  0.023
H: -2.31182 0.26780 -0.65028  -0.077
H: -0.70335 -2.28310 0.50126  0.001
H: -2.51073 -1.99294 0.21216  0.028
H: -1.39621 -2.57898 -1.10322  -0.008

Below is 2 unconnected molecules or ions with the total composition C5H12 in a non-equilibrium geometry, with properties calculated with wB97M-V/def2-TZVPD.

Calculated values
SMILES   C=CC.CC
Spin multiplicity   1
Orbital gap   10.610 eV
Maximum force   1.570 eV/A

Last column: Löwdin charge in e.
Positions of all 17 atoms, in Å:
C: -0.38369 -1.98923 0.78485  -0.026
C: 0.84527 -1.59657 0.46163  -0.263
C: 1.70682 -1.96659 -0.69208  -0.115
H: -0.72183 -1.90470 1.81097  0.046
H: -1.08496 -2.48488 0.12374  0.051
H: 1.28922 -0.99820 1.25585  0.091
H: 2.28485 -1.09541 -0.98593  0.066
H: 1.24705 -2.46662 -1.55049  0.075
H: 2.31123 -2.82120 -0.35898  0.079
C: -1.35482 2.87945 0.36818  -0.180
C: -0.67816 2.10444 -0.74087  -0.181
H: -2.08566 3.56376 -0.07126  0.061
H: -1.82420 2.30095 1.15679  0.060
H: -0.62759 3.53966 0.85494  0.061
H: -1.31200 1.24007 -0.98316  0.061
H: 0.28596 1.71864 -0.40869  0.054
H: -0.58659 2.60994 -1.69955  0.060

Below is C5H12 in the gas phase in a non-equilibrium geometry, with properties calculated with wB97M-V/def2-TZVPD.

Calculated values
SMILES   CCCCC
Spin multiplicity   1
Orbital gap   11.996 eV
Maximum force   2.066 eV/A

Last column: Löwdin charge in e.
Positions of all 17 atoms, in Å:
C: 1.91782 -0.66879 -0.04753  -0.097
C: 0.90236 0.11313 -0.91935  -0.276
C: 0.04715 1.06920 -0.07770  -0.239
C: -0.87140 0.31479 0.91536  -0.260
C: -1.93443 -0.51602 0.19048  -0.113
H: 2.54785 -1.28400 -0.67749  0.062
H: 1.40767 -1.36121 0.63335  0.066
H: 2.39876 0.14993 0.49469  0.075
H: 0.20576 -0.53948 -1.44921  0.087
H: 1.38152 0.60423 -1.77419  0.102
H: 0.69718 1.78779 0.42773  0.102
H: -0.53071 1.67912 -0.75739  0.097
H: -0.20830 -0.15085 1.61645  0.084
H: -1.43132 1.01100 1.54865  0.098
H: -2.80001 -0.66468 0.83683  0.067
H: -2.26849 -0.10890 -0.77515  0.076
H: -1.46140 -1.43523 -0.18554  0.066

Below is a molecular structure, C5H12BErO2 in a non-equilibrium geometry, with properties calculated with wB97M-V/def2-TZVPD.

Calculated values
Spin multiplicity   4
Orbital gap (spin up / spin down)   6.685 / 5.817 eV
Maximum force   5.159 eV/A
Charge   +2

Last column: Löwdin charge in e.
Positions of all 21 atoms, in Å:
C: 2.25130 1.51941 0.58642  -0.122
C: 2.14127 0.27636 -0.48163  -0.219
C: 1.23032 -0.98958 0.03201  -0.102
C: -0.31074 -0.60788 0.44049  -0.174
C: -1.52592 -1.58538 -0.06489  -0.080
O: -2.18083 -0.86907 -1.20756  -0.059
B: -2.10774 0.53698 -0.76388  -0.613
O: -0.74688 0.64176 -0.20158  0.124
H: 3.36160 1.69836 0.96345  0.103
H: 1.96435 2.50374 -0.02210  0.096
H: 1.48099 1.38522 1.46652  0.074
H: 3.24528 -0.13610 -0.63389  0.143
H: 1.71296 0.68123 -1.49278  0.125
H: 1.15501 -1.74864 -0.88630  0.159
H: 1.76040 -1.61377 0.89423  0.155
H: -0.30060 -0.70509 1.60669  0.213
H: -2.39114 -1.52548 0.75014  0.123
H: -1.27378 -2.73341 -0.21801  0.184
H: -2.82634 0.90475 0.09782  -0.058
H: -2.11319 1.17864 -1.76738  0.131
Er: -4.52634 1.18795 0.90224  1.795

Below is 2 unconnected molecules or ions with the total composition C5H12Br2NO in a non-equilibrium geometry, with properties calculated with wB97M-V/def2-TZVPD.

Calculated values
Spin multiplicity   1
Orbital gap (spin up / spin down)   6.793 / 10.072 eV
Maximum force   3.480 eV/A
Charge   +1

Last column: Löwdin charge in e.
Positions of all 21 atoms, in Å:
C: 0.87772 1.43398 0.61271  0.028
C: 2.07704 -0.70974 0.85487  -0.017
C: 0.71537 -0.00249 -1.26952  0.045
C: -0.25839 -0.70651 0.90057  0.085
C: -2.87885 0.05842 -0.44240  -1.310
N: 0.90925 -0.05676 0.27401  -0.407
O: -2.71906 -0.03445 -1.80017  -0.180
Br: -3.90069 -1.29995 0.32040  0.760
Br: -2.93776 1.85480 0.07280  0.762
H: 1.87782 1.73233 0.54028  0.102
H: -0.00364 1.86675 0.18674  0.059
H: 0.79297 1.39721 1.64533  0.082
H: 2.90969 -0.63813 0.21647  0.093
H: 2.47392 -0.24160 1.68669  0.084
H: 1.91359 -1.81914 1.19403  0.165
H: 0.16435 -0.92724 -1.47952  0.093
H: 0.14065 0.90365 -1.65843  0.129
H: 1.78474 -0.00899 -1.59320  0.118
H: -0.12679 -0.82011 1.95717  0.095
H: -0.49739 -1.58307 0.23756  0.103
H: -3.31454 -0.39895 -2.45638  0.111

Below is a molecular structure, C5H12CeO3 in a non-equilibrium geometry, with properties calculated with wB97M-V/def2-TZVPD.

Calculated values
Spin multiplicity   3
Orbital gap (spin up / spin down)   8.529 / 10.942 eV
Maximum force   6.626 eV/A
Charge   +2

Last column: Löwdin charge in e.
Positions of all 21 atoms, in Å:
H: 0.13889 2.10022 2.21446  0.134
C: 6.36393 1.02133 2.24750  -0.184
O: 5.84687 2.18940 1.69411  -0.339
C: 5.43952 -0.16872 1.99456  -0.105
O: 4.12062 0.26867 2.35536  -0.273
C: 3.02829 -0.52560 1.91795  -0.104
C: 1.78553 0.30721 2.12688  -0.108
O: 2.03109 1.60719 1.57436  -0.426
C: 0.85206 2.39734 1.42204  -0.024
Ce: 4.04464 2.45999 1.76230  1.800
H: 6.50755 1.12061 3.34250  0.158
H: 7.35030 0.76224 1.82009  0.169
H: 5.71210 -1.05061 2.59146  0.171
H: 5.43214 -0.43546 0.92467  0.160
H: 2.96383 -1.45776 2.49660  0.175
H: 3.15799 -0.77113 0.85196  0.164
H: 1.54806 0.41839 3.19516  0.167
H: 0.93191 -0.15467 1.61212  0.171
H: -0.05237 4.63231 -0.70324  0.085
H: 0.40182 2.20104 0.43890  0.114
H: 1.10515 3.45664 1.55241  0.096

Below is 2 unconnected molecules or ions with the total composition C5H12Cl2Si in a non-equilibrium geometry, with properties calculated with wB97M-V/def2-TZVPD.

Calculated values
Spin multiplicity   1
Orbital gap (spin up / spin down)   7.841 / 9.350 eV
Maximum force   4.431 eV/A

Last column: Löwdin charge in e.
Positions of all 20 atoms, in Å:
C: -1.25750 0.59870 -1.84369  -0.228
C: -0.46773 2.75523 0.73111  0.053
C: 1.18918 -2.30294 -0.71829  -0.248
C: 0.48038 -0.99136 2.10976  -0.192
C: -0.96627 0.05170 -0.48606  -0.814
Si: 0.71588 -0.70359 0.19341  0.164
Cl: -2.43724 -0.28367 0.34199  0.606
Cl: 2.18729 0.69951 -0.24869  0.306
H: -2.25559 1.11491 -1.86510  0.072
H: -1.10543 -0.12070 -2.68250  0.086
H: -0.57571 1.48456 -1.90952  0.063
H: 0.25227 2.93421 -0.02700  -0.044
H: 0.00525 2.93291 1.66989  -0.016
H: -1.36723 3.35617 0.63026  0.002
H: 0.36408 -2.90436 -1.14421  0.016
H: 1.80613 -2.27429 -1.73397  0.068
H: 1.79798 -3.08502 -0.13778  0.045
H: -0.25328 -1.79568 2.11774  0.022
H: 1.50181 -1.38975 2.39913  0.046
H: 0.38574 -0.07653 2.60351  -0.006

Below is C5H12ClIOSi in the gas phase in a non-equilibrium geometry, with properties calculated with wB97M-V/def2-TZVPD.

Calculated values
SMILES   CCCC[Si@@](Cl)(I)OC
Spin multiplicity   1
Orbital gap   9.809 eV
Maximum force   3.800 eV/A

Last column: Löwdin charge in e.
Positions of all 21 atoms, in Å:
C: -2.49813 2.00139 0.75762  -0.129
C: -0.94499 2.06234 0.48353  -0.248
C: -0.38056 0.60407 0.45932  -0.285
C: 1.10788 0.52990 0.66599  -0.292
Si: 1.79772 -1.12503 0.12998  -0.208
Cl: 3.79197 -1.08523 -0.28713  0.344
I: 1.24976 -3.29210 1.61894  0.302
O: 1.02191 -1.38835 -1.21944  -0.340
C: 0.84984 -2.54920 -2.02460  -0.128
H: -2.57764 1.39976 1.65132  0.043
H: -2.87387 3.02836 1.02604  0.086
H: -2.91997 1.32745 -0.00998  0.079
H: -0.54530 2.67563 1.32905  0.114
H: -0.93032 2.52111 -0.52791  0.107
H: -0.97249 0.07362 1.28027  0.132
H: -0.44646 0.15098 -0.51706  0.084
H: 1.33190 0.69840 1.73429  0.096
H: 1.50699 1.22953 0.03482  0.051
H: 0.86244 -3.37829 -1.39126  -0.001
H: 1.69326 -2.80925 -2.63974  0.084
H: -0.12393 -2.67507 -2.55403  0.110

- Which value of maximum force does entry 8 give?
  5.159 eV/A

Copy entry 10 word for word.
Below is a molecular structure, C5H12CeO3 in a non-equilibrium geometry, with properties calculated with wB97M-V/def2-TZVPD.

Calculated values
Spin multiplicity   3
Orbital gap (spin up / spin down)   8.529 / 10.942 eV
Maximum force   6.626 eV/A
Charge   +2

Last column: Löwdin charge in e.
Positions of all 21 atoms, in Å:
H: 0.13889 2.10022 2.21446  0.134
C: 6.36393 1.02133 2.24750  -0.184
O: 5.84687 2.18940 1.69411  -0.339
C: 5.43952 -0.16872 1.99456  -0.105
O: 4.12062 0.26867 2.35536  -0.273
C: 3.02829 -0.52560 1.91795  -0.104
C: 1.78553 0.30721 2.12688  -0.108
O: 2.03109 1.60719 1.57436  -0.426
C: 0.85206 2.39734 1.42204  -0.024
Ce: 4.04464 2.45999 1.76230  1.800
H: 6.50755 1.12061 3.34250  0.158
H: 7.35030 0.76224 1.82009  0.169
H: 5.71210 -1.05061 2.59146  0.171
H: 5.43214 -0.43546 0.92467  0.160
H: 2.96383 -1.45776 2.49660  0.175
H: 3.15799 -0.77113 0.85196  0.164
H: 1.54806 0.41839 3.19516  0.167
H: 0.93191 -0.15467 1.61212  0.171
H: -0.05237 4.63231 -0.70324  0.085
H: 0.40182 2.20104 0.43890  0.114
H: 1.10515 3.45664 1.55241  0.096

- Which of these has the highest spin multiplicity?
  C5H12BErO2

What did the ninth record say?
Below is 2 unconnected molecules or ions with the total composition C5H12Br2NO in a non-equilibrium geometry, with properties calculated with wB97M-V/def2-TZVPD.

Calculated values
Spin multiplicity   1
Orbital gap (spin up / spin down)   6.793 / 10.072 eV
Maximum force   3.480 eV/A
Charge   +1

Last column: Löwdin charge in e.
Positions of all 21 atoms, in Å:
C: 0.87772 1.43398 0.61271  0.028
C: 2.07704 -0.70974 0.85487  -0.017
C: 0.71537 -0.00249 -1.26952  0.045
C: -0.25839 -0.70651 0.90057  0.085
C: -2.87885 0.05842 -0.44240  -1.310
N: 0.90925 -0.05676 0.27401  -0.407
O: -2.71906 -0.03445 -1.80017  -0.180
Br: -3.90069 -1.29995 0.32040  0.760
Br: -2.93776 1.85480 0.07280  0.762
H: 1.87782 1.73233 0.54028  0.102
H: -0.00364 1.86675 0.18674  0.059
H: 0.79297 1.39721 1.64533  0.082
H: 2.90969 -0.63813 0.21647  0.093
H: 2.47392 -0.24160 1.68669  0.084
H: 1.91359 -1.81914 1.19403  0.165
H: 0.16435 -0.92724 -1.47952  0.093
H: 0.14065 0.90365 -1.65843  0.129
H: 1.78474 -0.00899 -1.59320  0.118
H: -0.12679 -0.82011 1.95717  0.095
H: -0.49739 -1.58307 0.23756  0.103
H: -3.31454 -0.39895 -2.45638  0.111